(1)
A cluster of 11 separate species, H22O11 in total, computed with ωB97M-V/def2-TZVPD.

The total energy comes out at -22880.6789 eV. For the LUMO energy, the calculation gives 0.0 eV. The value obtained for the HOMO energy is -10.161 eV. Its structure (SMILES) is O.O.O.O.O.O.O.O.O.O.O. Its energy relative to the best compared isomer or geometry (same formula, charge and spin) is 80.6 kJ/mol.

Last columns: bonded neighbours and bond lengths (Å).
Positions of all 33 atoms, in Å:
1 O -13.606 -5.276 -21.399  H2 0.975, H3 0.962
2 H -13.175 -4.413 -21.540  O1 0.975
3 H -12.881 -5.899 -21.295  O1 0.962
4 O -16.436 -3.313 -21.512  H5 0.967, H6 0.966
5 H -15.998 -3.956 -22.087  O4 0.967
6 H -16.464 -3.742 -20.646  O4 0.966
7 O -11.246 -1.928 -19.429  H8 0.963, H9 0.978
8 H -10.448 -2.466 -19.393  O7 0.963
9 H -11.319 -1.641 -20.361  O7 0.978
10 O -14.123 -1.186 -21.349  H11 0.966, H12 0.965
11 H -15.060 -1.419 -21.328  O10 0.966
12 H -13.711 -1.887 -21.869  O10 0.965
13 O -16.092 0.196 -18.258  H14 0.964, H15 0.970
14 H -15.218 0.525 -18.017  O13 0.964
15 H -16.094 0.221 -19.227  O13 0.970
16 O -15.017 1.328 -23.293  H17 0.962, H18 0.976
17 H -15.721 1.085 -23.902  O16 0.962
18 H -15.313 0.980 -22.430  O16 0.976
19 O -18.227 -1.428 -22.613  H20 0.980, H21 0.962
20 H -17.652 -2.219 -22.550  O19 0.980
21 H -18.873 -1.637 -23.294  O19 0.962
22 O -13.653 1.106 -19.621  H23 0.974, H24 0.963
23 H -13.767 0.201 -19.962  O22 0.974
24 H -13.638 1.659 -20.410  O22 0.963
25 O -16.622 0.270 -21.109  H26 0.984, H27 0.966
26 H -17.278 -0.332 -21.528  O25 0.984
27 H -17.093 1.104 -20.986  O25 0.966
28 O -11.069 -0.391 -21.793  H29 0.970, H30 0.965
29 H -11.833 -0.081 -22.305  O28 0.970
30 H -10.766 0.390 -21.313  O28 0.965
31 O -12.148 -3.085 -22.360  H32 0.969, H33 0.967
32 H -11.448 -2.419 -22.439  O31 0.969
33 H -12.194 -3.499 -23.233  O31 0.967

Atom charges from the Löwdin analysis, given in e for atoms 1 to 8: atom 1 (O): -0.070, atom 2 (H): -0.008, atom 3 (H): 0.037, atom 4 (O): -0.037, atom 5 (H): 0.058, atom 6 (H): 0.080, atom 7 (O): -0.070, atom 8 (H): 0.031

(2)
A cluster of 4 separate species, C5H16O2S in total, computed with ωB97M-V/def2-TZVPD.

The total energy comes out at -20367.8542 eV. For the LUMO energy, the calculation gives -5.2 eV. The value obtained for the HOMO energy is -8.261 eV. Its energy relative to the best compared isomer or geometry (same formula, charge and spin) is 702.4 kJ/mol.

Last columns: bonded neighbours and bond lengths (Å).
Positions of all 24 atoms, in Å:
1 C 0.338 -2.547 -0.674  C2 1.554, H7 1.087, H8 1.088, H9 1.092
2 C 0.655 -1.026 -0.675  C1 1.554, C3 1.565, H10 1.095, H11 1.081
3 C 0.742 -0.429 0.769  C2 1.565, C4 1.548, H12 1.091, H13 1.091
4 C -0.422 -0.848 1.698  C3 1.548, S5 1.791, H14 1.110, H15 1.087
5 S -2.003 -0.748 0.862  C4 1.791
6 C -1.188 2.663 0.423  H16 1.086, H17 1.101, H18 1.088, H19 1.092
7 H 1.178 -3.151 -0.339  C1 1.087
8 H -0.549 -2.704 -0.064  C1 1.088
9 H 0.085 -2.828 -1.698  C1 1.092
10 H -0.159 -0.515 -1.201  C2 1.095
11 H 1.621 -0.852 -1.128  C2 1.081
12 H 0.737 0.662 0.751  C3 1.091
13 H 1.737 -0.743 1.087  C3 1.091
14 H -0.376 -1.953 1.785  C4 1.110
15 H -0.309 -0.484 2.717  C4 1.087
16 H -0.619 3.270 1.121  C6 1.086
17 H -1.409 1.668 0.838  C6 1.101
18 H -0.641 2.561 -0.512  C6 1.088
19 H -2.160 3.125 0.237  C6 1.092
20 H 0.910 2.134 -2.937  O21 0.954
21 O 0.745 1.689 -2.109  H20 0.954, H22 1.071
22 H 1.594 1.444 -1.504  O21 1.071
23 H 3.327 1.429 -1.157  O24 0.951
24 O 2.613 1.153 -0.593  H23 0.951

Atom charges from the Löwdin analysis, given in e for atoms 1 to 8: atom 1 (C): -0.110, atom 2 (C): -0.277, atom 3 (C): -0.257, atom 4 (C): -0.549, atom 5 (S): 0.923, atom 6 (C): -0.018, atom 7 (H): 0.079, atom 8 (H): 0.008

Copy entry 1 word for word.
A cluster of 11 separate species, H22O11 in total, computed with ωB97M-V/def2-TZVPD.

The total energy comes out at -22880.6789 eV. For the LUMO energy, the calculation gives 0.0 eV. The value obtained for the HOMO energy is -10.161 eV. Its structure (SMILES) is O.O.O.O.O.O.O.O.O.O.O. Its energy relative to the best compared isomer or geometry (same formula, charge and spin) is 80.6 kJ/mol.

Last columns: bonded neighbours and bond lengths (Å).
Positions of all 33 atoms, in Å:
1 O -13.606 -5.276 -21.399  H2 0.975, H3 0.962
2 H -13.175 -4.413 -21.540  O1 0.975
3 H -12.881 -5.899 -21.295  O1 0.962
4 O -16.436 -3.313 -21.512  H5 0.967, H6 0.966
5 H -15.998 -3.956 -22.087  O4 0.967
6 H -16.464 -3.742 -20.646  O4 0.966
7 O -11.246 -1.928 -19.429  H8 0.963, H9 0.978
8 H -10.448 -2.466 -19.393  O7 0.963
9 H -11.319 -1.641 -20.361  O7 0.978
10 O -14.123 -1.186 -21.349  H11 0.966, H12 0.965
11 H -15.060 -1.419 -21.328  O10 0.966
12 H -13.711 -1.887 -21.869  O10 0.965
13 O -16.092 0.196 -18.258  H14 0.964, H15 0.970
14 H -15.218 0.525 -18.017  O13 0.964
15 H -16.094 0.221 -19.227  O13 0.970
16 O -15.017 1.328 -23.293  H17 0.962, H18 0.976
17 H -15.721 1.085 -23.902  O16 0.962
18 H -15.313 0.980 -22.430  O16 0.976
19 O -18.227 -1.428 -22.613  H20 0.980, H21 0.962
20 H -17.652 -2.219 -22.550  O19 0.980
21 H -18.873 -1.637 -23.294  O19 0.962
22 O -13.653 1.106 -19.621  H23 0.974, H24 0.963
23 H -13.767 0.201 -19.962  O22 0.974
24 H -13.638 1.659 -20.410  O22 0.963
25 O -16.622 0.270 -21.109  H26 0.984, H27 0.966
26 H -17.278 -0.332 -21.528  O25 0.984
27 H -17.093 1.104 -20.986  O25 0.966
28 O -11.069 -0.391 -21.793  H29 0.970, H30 0.965
29 H -11.833 -0.081 -22.305  O28 0.970
30 H -10.766 0.390 -21.313  O28 0.965
31 O -12.148 -3.085 -22.360  H32 0.969, H33 0.967
32 H -11.448 -2.419 -22.439  O31 0.969
33 H -12.194 -3.499 -23.233  O31 0.967

Atom charges from the Löwdin analysis, given in e for atoms 1 to 8: atom 1 (O): -0.070, atom 2 (H): -0.008, atom 3 (H): 0.037, atom 4 (O): -0.037, atom 5 (H): 0.058, atom 6 (H): 0.080, atom 7 (O): -0.070, atom 8 (H): 0.031

energy relative to the best compared isomer or geometry (same formula, charge and spin) of number 1 (H22O11)? 80.6 kJ/mol